DFT (ωB97M-V/def2-TZVPD) results for one molecule with the formula C17H15NOS at a distorted geometry.

Results
E_HOMO = -7.99 eV
energy relative to the best compared isomer or geometry (same formula, charge and spin) = 3.86 kcal per mole
multiplicity = 1
HOMO-LUMO gap = 0.2728 hartree
LUMO energy = -0.6 eV
energy = -1184.909683 a.u.
SMILES = S=C1O[C@]2(CCCN2c2ccccc2)c2ccccc21

Element x y z (Å)
1 S -2.01650 4.02371 1.88062
2 O -1.15490 1.46681 1.58008
3 C -0.97841 2.78000 1.38511
4 C -0.73669 -1.41429 -3.03893
5 C 2.41286 4.06511 0.26946
6 C -0.06055 -2.34591 -2.28709
7 C -1.38047 -0.36135 -2.33736
8 C 3.12598 2.83978 0.38215
9 C 1.00762 4.04426 0.38838
10 C 0.16881 -2.07738 -0.90468
11 C -1.12071 -0.01644 -1.02779
12 C 2.40587 1.76337 0.98687
13 C 0.37923 2.96747 1.02211
14 C -0.17880 -0.83516 -0.33246
15 C 1.09361 1.83206 1.28435
16 N 0.28977 -0.47687 1.01032
17 C 1.08669 -1.50072 1.78081
18 C 0.12133 0.81957 1.75263
19 C 1.20126 -0.90282 3.14221
20 C 0.20934 0.29657 3.17061
21 H -0.88009 -1.46841 -4.16650
22 H 3.02403 4.92770 -0.16497
23 H 0.34869 -3.26127 -2.75537
24 H -1.97979 0.14157 -2.99629
25 H 4.11304 2.64420 0.16579
26 H 0.34384 4.92384 0.11713
27 H 0.77290 -2.81436 -0.40409
28 H -1.65565 0.78408 -0.59344
29 H 2.74159 0.76030 1.16682
30 H 0.54577 -2.47035 1.95278
31 H 2.17528 -1.75485 1.52463
32 H 2.23535 -0.50728 3.18742
33 H 1.04971 -1.52508 4.02695
34 H -0.79704 0.05340 3.51447
35 H 0.60819 1.11997 3.83848

Mulliken population analysis, charges in e, atoms 1 to 8: -0.265, -0.454, -0.083, -0.533, -0.517, -0.442, -0.520, -0.799


DFT (ωB97M-V/def2-TZVPD) results for one molecule with the formula C11H10ClNO3 at a distorted geometry.

Results
E_HOMO = -8.94 eV
multiplicity = 1
HOMO-LUMO gap = 0.3233 hartree
LUMO energy = -0.1 eV
energy = -1165.731521 a.u.
SMILES = C[C@@H]1C[C@H]2Oc3ccc(Cl)cc3C(=O)N2O1

Element x y z (Å)
1 O 0.81543 2.27215 1.16203
2 Cl -3.38460 0.70591 4.48467
3 O -0.20172 -1.46590 0.06002
4 O 2.11611 0.97699 -1.06851
5 C 0.38853 1.11875 0.83376
6 C -2.32814 -1.26629 3.12549
7 C -1.57599 -1.79913 2.07197
8 C -1.38062 0.91503 2.57706
9 C -2.29888 0.09156 3.27302
10 C -0.77673 -0.98595 1.21437
11 C -0.60198 0.34848 1.53184
12 N 0.85593 0.64806 -0.41245
13 C 1.52692 1.29854 -3.16621
14 C 0.15654 -0.47537 -0.96311
15 C 1.21180 -0.96023 -1.97527
16 C 2.07947 0.25333 -2.28894
17 H -3.00131 -1.94898 3.57709
18 H -1.46725 -2.80927 1.72343
19 H -1.20912 2.00375 2.83783
20 H 2.16259 2.25222 -3.05464
21 H 0.49360 1.47777 -2.90700
22 H 1.44609 0.92355 -4.21454
23 H -0.80958 -0.22872 -1.41637
24 H 0.83923 -1.59576 -2.83347
25 H 1.90350 -1.71816 -1.52108
26 H 3.04015 -0.03235 -2.65099

Mulliken population analysis, charges in e, atoms 1 to 8: -0.689, -0.212, -0.479, -0.347, 0.512, -0.720, -0.564, -0.742


DFT (ωB97M-V/def2-TZVPD) results for one molecule with the formula C7H12N2 at a distorted geometry.

Results
E_HOMO = -8.13 eV
energy relative to the best compared isomer or geometry (same formula, charge and spin) = 32.59 kcal per mole
multiplicity = 1
HOMO-LUMO gap = 0.3342 hartree
LUMO energy = 1.0 eV
energy = -383.371285 a.u.
SMILES = C[C@@H]1[C@@H]2N(C)C=N[C@]12C

Element x y z (Å)
1 C 0.10153 2.11022 0.66729
2 C 0.66848 1.12880 -0.34742
3 C -0.07914 -0.00244 -0.96762
4 C -2.62794 -0.20777 -0.55010
5 C -0.74390 -0.93756 1.02563
6 C 1.07839 -0.34125 -0.05216
7 C 2.52334 -0.70989 -0.43876
8 H -0.57589 1.61007 1.37898
9 H -0.54963 2.83511 0.10475
10 H 0.87074 2.72613 1.13631
11 H 1.38877 1.51836 -0.99867
12 H 0.01948 -0.25776 -2.02870
13 H -3.35687 -0.64510 0.20833
14 H -2.87561 0.87819 -0.71286
15 H -2.85691 -0.66944 -1.53782
16 H -1.47634 -1.31135 1.80614
17 H 2.68914 -1.77108 -0.91828
18 H 3.30528 -0.65272 0.39290
19 H 2.90222 -0.00541 -1.23811
20 N -1.23404 -0.53619 -0.25076
21 N 0.51847 -0.96320 1.16303

Mulliken population analysis, charges in e, atoms 1 to 8: -1.376, -0.292, -0.385, -0.829, -0.105, 0.966, -1.181, 0.289


DFT (ωB97M-V/def2-TZVPD) results for C35H42N6O3SSbSe4W as an isolated structure at a distorted geometry.

Results
E_HOMO (alpha / beta) = -9.06 / -9.35 eV
energy relative to the best compared isomer or geometry (same formula, charge and spin) = 22.55 kcal per mole
multiplicity = 3
HOMO-LUMO gap (alpha / beta) = 0.2179 / 0.2068 hartree
LUMO energy (alpha / beta) = -3.1 / -3.7 eV
total charge = +1
⟨S²⟩ = 2.027
energy = -12224.332750 a.u.

Element x y z (Å)
1 W 0.19945 1.21873 0.96400
2 C 5.61784 -0.57322 -2.11319
3 C 4.16000 -0.56123 -1.74698
4 C 3.18866 -0.51642 -2.72001
5 C 1.81984 -0.44341 -2.39586
6 C 0.85408 -0.33388 -3.43859
7 N -0.42217 -0.40484 -3.22273
8 C -1.48154 -0.19793 -4.20491
9 C -2.79737 0.21152 -3.52733
10 C -2.66554 1.12136 -2.31239
11 N -2.06304 2.40023 -2.67673
12 C -2.01760 3.51098 -2.03099
13 C -2.42705 3.85149 -0.68789
14 C -2.89445 5.16094 -0.50287
15 C -3.11917 5.70506 0.74848
16 C -3.66910 7.09449 0.91852
17 C -2.69464 4.95088 1.83674
18 C -2.12633 3.68906 1.69006
19 C -1.41220 3.13450 2.81880
20 N -0.45503 2.27842 2.74568
21 C 0.28282 2.00034 3.98743
22 C 1.70126 2.54621 3.87634
23 C 2.59211 1.65341 3.02020
24 N 1.90736 1.18666 1.83915
25 C 1.86699 -0.10689 1.32761
26 C 2.42123 -0.40072 -0.03565
27 C 3.74748 -0.51145 -0.40553
28 C 1.43822 -0.37306 -1.03800
29 O 0.17205 -0.16250 -0.67617
30 C -2.08640 3.05927 0.42743
31 O -1.66001 1.82842 0.30536
32 H 5.85312 -1.39594 -2.78909
33 H 6.24596 -0.67244 -1.22902
34 H 5.88553 0.35868 -2.61458
35 H 3.47577 -0.50548 -3.76575
36 H 1.18581 -0.18183 -4.46157
37 H -0.67455 -0.53711 -2.24260
38 H -1.64966 -1.12120 -4.76051
39 H -1.12825 0.56344 -4.90118
40 H -3.31474 -0.68461 -3.18601
41 H -3.43271 0.67539 -4.28384
42 H -2.05554 0.68045 -1.52758
43 H -3.64685 1.31647 -1.87793
44 H -1.54338 2.43682 -3.57097
45 H -1.57784 4.32356 -2.60900
46 H -3.08482 5.76692 -1.38266
47 H -4.39946 7.32632 0.14479
48 H -2.87272 7.83832 0.85767
49 H -4.15669 7.20731 1.88579
50 H -2.74507 5.38348 2.83112
51 H -1.65267 3.55027 3.79750
52 H 0.29913 0.91956 4.14288
53 H -0.24463 2.45286 4.82899
54 H 2.13838 2.61670 4.87342
55 H 1.66360 3.55864 3.46885
56 H 2.91418 0.77651 3.59255
57 H 3.49402 2.19805 2.72612
58 H 1.89092 -0.90529 2.06854
59 H 4.50900 -0.51502 0.36848
60 C 2.56092 -3.84246 2.35602
61 C 1.37331 -4.21502 3.23655
62 C 0.24859 -3.18803 3.23561
63 N -0.29145 -3.05720 1.87970
64 C -0.98722 -2.05128 1.40272
65 S -1.26973 -0.60089 2.27079
66 N -1.53766 -2.12485 0.15337
67 C -1.43182 -3.08067 -0.87272
68 O -1.45308 -2.68395 -2.01409
69 C -1.35834 -4.52316 -0.52770
70 C -2.20102 -5.07520 0.43741
71 C -2.15061 -6.43570 0.69248
72 C -1.25178 -7.23748 -0.00053
73 C -0.41712 -6.68798 -0.96479
74 C -0.47933 -5.33192 -1.24252
75 H 3.32575 -4.61681 2.39848
76 H 3.01788 -2.90780 2.68326
77 H 2.27590 -3.71672 1.30925
78 H 1.69945 -4.34102 4.27014
79 H 0.96449 -5.18453 2.93202
80 H 0.58080 -2.20763 3.56721
81 H -0.55777 -3.50681 3.90015
82 H -0.24379 -3.89960 1.32057
83 H -1.83836 -1.21770 -0.17918
84 H -2.90278 -4.44458 0.97068
85 H -2.81532 -6.87223 1.42556
86 H -1.20956 -8.29861 0.20599
87 H 0.27399 -7.31846 -1.50729
88 H 0.14708 -4.89024 -2.00643
89 Se 4.18467 3.13889 -2.98612
90 Sb 1.84778 3.44831 -3.01089
91 Se 1.14377 2.98319 -0.52180
92 Se 0.91705 5.76851 -3.06404
93 Se 0.48173 2.77235 -4.90425

Mulliken population analysis, charges in e, atoms 1 to 8: -1.135, -1.566, 0.592, -1.117, 0.610, -0.664, 0.696, -1.148


DFT (ωB97M-V/def2-TZVPD) results for C11H14BF3MnN6O3S as an isolated structure at a distorted geometry.

Results
E_HOMO (alpha / beta) = -16.38 / -16.35 eV
multiplicity = 6
HOMO-LUMO gap (alpha / beta) = 0.1837 / 0.1582 hartree
LUMO energy (alpha / beta) = -11.4 / -12.0 eV
total charge = +2
⟨S²⟩ = 8.927
energy = -2854.804493 a.u.

Element x y z (Å)
1 C 2.98165 0.51987 0.18473
2 N 1.69062 0.54214 -0.23634
3 N 1.68256 0.32297 -1.60269
4 C 2.94946 0.14104 -2.02952
5 C 3.81560 0.25921 -0.93301
6 B 0.35342 0.37895 -2.45083
7 N -0.69744 -0.76247 -2.16945
8 N -1.36376 -0.86926 -0.95952
9 C -2.26389 -1.88135 -1.07351
10 C -2.13561 -2.45953 -2.35938
11 C -1.13840 -1.72013 -3.00889
12 Mn -0.29330 0.30014 0.46594
13 N -0.34311 1.73456 -2.11261
14 N -0.73940 1.93718 -0.80692
15 C -1.32042 3.15391 -0.73936
16 C -1.28373 3.74545 -2.02208
17 C -0.65663 2.81260 -2.85800
18 H -1.72226 3.54538 0.18164
19 H -0.41607 2.83950 -3.90720
20 H -1.65495 4.70513 -2.29999
21 H 0.65434 0.33682 -3.60894
22 H -0.71077 -1.79456 -3.99011
23 H 3.12978 -0.04301 -3.06866
24 H -2.66619 -3.28941 -2.76450
25 H 4.87371 0.15347 -0.94294
26 H -2.93980 -2.17186 -0.27911
27 H 3.28693 0.67201 1.20672
28 H -2.04217 -0.46393 2.17046
29 C -2.25244 -1.23199 2.92626
30 H -3.09055 -1.84639 2.59050
31 H -1.37827 -1.87792 3.03178
32 H -2.47671 -0.75664 3.88403
33 F 0.06187 -0.06877 5.16235
34 C 0.81230 -1.04646 4.58458
35 F 1.95543 -1.13010 5.31180
36 F 0.13957 -2.21379 4.79539
37 S 1.26529 -0.66919 2.73333
38 O 1.09026 0.79672 2.66024
39 O 2.55896 -1.31753 2.58844
40 O 0.28412 -1.28279 1.74539

Mulliken population analysis, charges in e, atoms 1 to 8: 0.112, -0.270, 0.295, 0.114, -1.019, 0.222, 0.339, -0.435


| no. | molecular weight (g mol⁻¹) |
| --- | --- |
| 1 | 281.38 |
| 2 | 239.66 |
| 3 | 124.19 |
| 4 | 1248.27 |
| 5 | 433.08 |